[1]
C15H39ClI2P3Sc | ωB97M-V with the def2-TZVPD basis set

Properties
- energy relative to the best compared isomer or geometry (same formula, charge and spin) (kcal per mole) = 82.5
- Kohn-Sham gap (alpha / beta) (eV) = 4.68 / 5.11
- E (hartree) = -3434.67527
- max |F| (eV/A) = 3.372
- total charge = +2

Each line ends with the Löwdin charge.
Geometry (Å):
I: 0.97534 -1.20789 -1.83639  0.22
I: 0.33611 0.46831 0.23476  0.64
Sc: 4.67292 1.22995 -2.13421  0.39
P: 4.12889 -0.50112 -0.05643  0.65
C: 3.48196 -1.48714 1.42752  -0.29
C: 5.22628 -1.93942 -0.42390  -0.28
H: 5.82637 -2.12256 0.48058  0.05
H: 5.81179 -0.34851 1.60160  0.05
H: 5.89407 -1.77386 -1.27540  0.05
H: 6.01634 1.04899 0.48906  0.05
H: 2.92289 -2.41501 1.14251  0.05
H: 4.56296 -2.80213 -0.58583  0.06
C: 5.27563 0.42652 1.02068  -0.31
H: 4.45268 -1.82290 1.91266  0.06
H: 4.67486 1.03034 1.72848  0.06
H: 2.85077 -0.90466 2.14798  0.04
P: 1.71756 1.66771 -3.16015  0.61
C: -0.21661 1.77132 -3.26337  -0.33
C: 1.78015 3.48562 -3.43017  -0.31
H: 2.61402 1.05150 -5.35703  0.05
H: 1.06448 1.99958 -5.41478  0.05
H: 1.05834 0.24327 -4.97389  0.04
C: 1.62171 1.18565 -4.91914  -0.31
H: 2.80791 3.86735 -3.49058  0.04
H: 1.24671 3.65444 -4.38125  0.04
H: -0.43440 2.40722 -4.17170  0.06
H: -0.48212 2.27740 -2.30298  0.00
H: 1.25439 3.98496 -2.59879  0.05
H: -0.80672 0.81819 -3.30837  0.02
Cl: 6.35519 1.82436 -3.47620  -0.01
C: -2.11477 2.28733 2.07235  -0.11
C: -2.00143 0.78842 2.41316  -0.61
C: -2.90816 0.38897 3.56296  -0.09
P: -2.08562 -0.30311 0.97487  0.97
C: -1.42186 -2.06347 1.23381  -0.57
C: -1.53960 -2.56704 2.68124  -0.08
C: -1.99802 -3.01481 0.17438  -0.11
C: -3.77967 -0.42967 0.30695  -0.50
C: -4.59193 -1.21554 1.32469  -0.07
C: -4.41722 0.90255 -0.09570  -0.07
H: -3.13991 2.62385 1.93213  0.07
H: -1.53761 2.62853 1.21385  0.04
H: -1.70945 2.83269 2.93195  0.10
H: -0.95111 0.66464 2.76978  0.08
H: -3.93846 0.72138 3.44490  0.09
H: -2.91084 -0.68303 3.69987  0.05
H: -2.49080 0.82588 4.47055  0.11
H: -0.34860 -1.98413 0.93102  0.01
H: -2.58931 -2.79946 2.95504  0.09
H: -0.91317 -3.48010 2.72803  0.11
H: -1.10810 -1.83911 3.40067  0.09
H: -1.45329 -3.97285 0.17512  0.11
H: -3.05486 -3.19200 0.38834  0.07
H: -1.86657 -2.60867 -0.84628  0.06
H: -3.64047 -1.02740 -0.61062  0.12
H: -4.78034 -0.66790 2.25543  0.08
H: -5.57317 -1.39094 0.86677  0.12
H: -4.11629 -2.16232 1.61249  0.06
H: -3.77531 1.34245 -0.86635  0.09
H: -5.42481 0.70345 -0.50673  0.11
H: -4.50974 1.57392 0.78002  0.08

Forces on atoms 1 to 3 (eV/Å):
I 0.5 -2.7 -2.0
I -1.9 1.9 1.4
Sc -1.6 -0.2 0.3

---

[2]
C4H8N2O3 | ωB97M-V with the def2-TZVPD basis set

Properties
- energy relative to the best compared isomer or geometry (same formula, charge and spin) (kcal per mole) = 71.4
- SMILES = N[C@H]1C(=O)N(O)C[C@@H]1O
- Kohn-Sham gap (eV) = 10.07
- E (hartree) = -492.38919
- max |F| (eV/A) = 2.170

Each line ends with the Löwdin charge.
Geometry (Å):
N: 2.64856 0.64927 1.29236  0.08
C: 1.36802 0.07864 0.77228  -0.25
C: 0.08377 0.05030 1.63604  -0.39
O: 0.06523 0.14863 2.84031  0.08
N: -1.05140 0.17131 0.84721  -0.09
O: -2.28086 0.64841 1.36024  0.04
C: -0.63885 0.46344 -0.52644  -0.06
C: 0.85679 0.89131 -0.37085  -0.33
O: 1.62184 0.62939 -1.56811  -0.03
H: 2.50978 1.57096 1.65526  0.07
H: 3.00737 0.01658 2.02249  0.09
H: 1.60991 -0.92976 0.42625  0.16
H: -2.22647 0.70719 2.32054  0.10
H: -1.22010 1.33688 -0.93800  0.14
H: -0.77350 -0.36114 -1.26922  0.14
H: 0.90522 1.97528 -0.12916  0.16
H: 2.51071 0.94933 -1.37520  0.09

Forces on atoms 1 to 3 (eV/Å):
N -1.2 -1.8 -0.1
C 0.4 0.1 0.4
C -0.5 1.2 0.9

---

[3]
C24H50F13N6O18S4 | ωB97M-V with the def2-TZVPD basis set

Properties
- Kohn-Sham gap (eV) = 9.69
- E (hartree) = -5518.41808
- max |F| (eV/A) = 4.609
- total charge = -1

Each line ends with the Löwdin charge.
Geometry (Å):
C: 14.72456 -1.45943 23.14663  0.01
C: 15.23138 -2.90062 23.30874  -0.58
O: 14.48489 -3.86524 23.31419  0.04
N: 16.53710 -3.08499 23.28849  -0.01
H: 9.03687 1.38028 16.26522  0.17
H: 17.10741 -2.26415 23.21869  0.13
C: 17.15755 -4.38851 23.14759  -0.06
H: 14.78868 -1.26005 22.07205  0.08
H: 15.19023 -0.62641 23.61774  0.07
H: 13.68171 -1.51856 23.44123  0.07
H: 16.99111 -4.93199 24.11997  0.10
H: 18.15106 -4.23485 22.95251  0.05
H: 16.56014 -4.97196 22.38873  0.11
C: 11.72428 0.37253 25.75849  0.02
C: 10.67722 1.41920 26.15939  -0.48
O: 10.08227 1.30931 27.23678  0.01
N: 10.48555 2.30702 25.16672  0.03
H: 10.45019 0.94001 29.00486  0.10
H: 11.11324 2.20682 24.38958  0.10
C: 9.78100 3.57469 25.06968  -0.03
H: 12.58427 0.37735 26.46184  0.10
H: 12.06605 0.42663 24.75649  0.04
H: 11.36003 -0.59403 25.83304  0.06
H: 9.75261 3.67927 23.99811  0.06
H: 10.40399 4.38313 25.51209  0.09
H: 8.77396 3.57518 25.51445  0.10
C: 11.61880 6.74656 29.97910  0.00
C: 13.06788 6.41645 30.00151  -0.53
O: 13.82519 6.93529 30.83233  0.01
N: 13.55089 5.60838 29.01613  0.02
H: 13.06310 4.20204 20.74527  0.09
H: 14.41949 5.23946 29.25523  0.12
C: 12.73486 4.96781 28.01773  -0.08
H: 11.33490 6.82823 28.94202  0.06
H: 11.43192 7.82436 30.32738  0.12
H: 11.03577 6.05752 30.48488  0.05
H: 13.45621 4.94794 27.20878  0.09
H: 11.85872 5.55477 27.77369  0.07
H: 12.45316 3.95343 28.26126  0.07
C: 12.16068 8.57840 21.73517  0.00
C: 12.64246 7.65380 20.56192  -0.52
O: 13.39730 6.68276 20.74061  -0.01
N: 12.13656 7.86127 19.32309  0.07
H: 14.96242 7.95213 19.46514  0.07
H: 12.43529 7.29841 18.56215  0.11
C: 10.78314 8.68081 19.18464  0.00
H: 11.10681 8.46285 21.90956  0.07
H: 12.42596 9.61405 21.56038  0.07
H: 12.66972 8.26388 22.63988  0.08
H: 10.02094 8.14500 19.75922  0.06
H: 10.61770 8.82731 18.14553  0.06
H: 10.97640 9.64672 19.70679  0.08
C: 9.99135 1.41174 30.94910  -0.37
O: 8.61583 1.49759 30.85310  -0.10
O: 10.61948 0.64205 29.97499  0.00
C: 10.48618 2.88761 30.97576  -0.58
F: 9.82199 3.46304 31.98578  0.14
F: 11.79133 2.96952 31.27385  0.15
F: 10.18022 3.56573 29.88133  0.17
C: 7.72924 0.26770 30.65640  -0.16
C: 7.54184 0.08049 29.19399  -0.08
H: 6.79918 -0.69069 29.01896  0.07
H: 7.17027 0.98594 28.61416  0.11
H: 8.44966 -0.29221 28.81240  0.05
H: 6.94381 0.43860 31.34835  0.10
H: 8.28364 -0.57951 31.14086  0.13
H: 10.27824 0.99049 31.92927  0.17
C: 16.35946 9.09905 18.91293  -0.31
O: 17.52231 8.61751 19.52770  -0.04
O: 15.23845 8.31019 18.61906  0.05
C: 15.80969 10.16668 19.87674  -0.52
F: 16.62734 11.17615 20.13044  0.17
F: 14.67643 10.67951 19.30015  0.12
F: 15.42299 9.68180 21.09155  0.14
C: 17.87808 7.35465 19.03862  -0.28
C: 18.86482 6.76089 19.92795  -0.06
H: 19.18833 5.77060 19.63096  0.09
H: 19.73618 7.28596 20.03691  0.05
H: 18.39077 6.73139 20.87967  0.08
H: 18.31121 7.54398 18.04215  0.13
H: 17.01026 6.80315 18.80885  0.11
H: 16.64943 9.40889 17.96625  0.15
C: 11.86318 2.67666 20.95791  -0.32
O: 10.65706 2.79792 21.67093  -0.09
O: 12.81853 3.56720 21.42498  0.07
C: 12.25850 1.23445 21.26257  -0.56
F: 13.49406 0.91142 20.87436  0.15
F: 12.11337 0.92527 22.54223  0.16
F: 11.48842 0.43320 20.48806  0.14
C: 9.64432 3.48370 20.94977  -0.27
C: 8.33368 2.85810 21.27632  -0.07
H: 8.01197 3.16082 22.27048  0.07
H: 7.56234 2.93335 20.52239  0.06
H: 8.65583 1.77153 21.39797  0.11
H: 9.77875 3.44529 19.81697  0.11
H: 9.65842 4.51770 21.25673  0.12
H: 11.66354 2.81170 19.89712  0.17
N: 8.30226 0.70429 16.62843  -0.22
S: 8.04972 0.93070 18.20218  0.59
O: 9.25903 1.45208 18.73541  -0.21
O: 7.35799 -0.09907 18.87327  -0.20
F: 6.89121 2.03700 18.17478  -0.14
S: 7.98225 -0.56139 15.67194  0.66
O: 7.98498 -1.84967 16.33995  -0.24
O: 8.52119 -0.34824 14.33054  -0.24
F: 6.39769 -0.35194 15.57734  -0.16
N: 9.55452 5.21131 17.24456  -0.30
S: 10.17098 5.78608 15.92403  0.43
O: 9.71036 5.08258 14.79976  -0.27
O: 11.56935 6.07653 16.04247  -0.29
F: 9.51160 7.19213 15.78450  -0.18
S: 8.20468 5.70528 17.87568  0.52
O: 7.55425 4.59679 18.53331  -0.31
O: 7.47212 6.74846 17.25618  -0.27
F: 8.77414 6.46431 19.21988  -0.25

Forces on atoms 1 to 3 (eV/Å):
C -0.7 -1.3 -0.7
C -1.1 0.3 -0.2
O -0.5 0.1 0.2

---

[4]
C10H25BBr10INOP | ωB97M-V with the def2-TZVPD basis set

Properties
- Kohn-Sham gap (eV) = 4.89
- E (hartree) = -26930.08686
- max |F| (eV/A) = 6.129
- total charge = -1

Each line ends with the Löwdin charge.
Geometry (Å):
N: 0.51394 -1.06342 -1.67603  -0.24
P: -0.09086 -2.62455 -2.32371  0.61
O: 1.04159 -3.88639 -1.93794  -0.41
B: -1.70901 -2.90467 -1.26937  -1.17
I: -3.10282 -1.27985 -1.94663  0.46
H: 0.14576 -1.05150 -0.70511  -0.10
H: 1.53981 -1.07086 -1.65837  0.00
H: 1.62033 -3.54350 -1.23573  0.01
H: -1.39062 -2.68630 -0.13618  -0.12
H: -2.18819 -3.97656 -1.44163  -0.05
Br: 0.51332 -0.96128 1.79779  0.66
C: 0.68643 0.93249 2.26827  -0.85
C: 0.99947 1.77278 1.05149  -0.69
Br: 2.87042 1.59358 0.53391  0.60
H: 1.45324 0.99819 3.05645  -0.06
H: -0.28101 1.21135 2.68388  0.02
H: 0.86500 2.83195 1.27288  0.06
H: 0.40315 1.51148 0.18009  -0.04
Br: -4.69774 -0.03632 1.35574  0.57
C: -4.62436 -0.99400 3.05229  -0.70
C: -3.22363 -1.45583 3.36373  -0.70
Br: -2.75184 -3.01741 2.30404  0.66
H: -5.33854 -1.81202 2.98539  0.05
H: -4.96807 -0.27672 3.79850  0.05
H: -3.14765 -1.77961 4.40215  0.05
H: -2.46680 -0.69753 3.16914  0.02
Br: 1.66165 -1.75734 -4.91338  0.61
C: 0.77004 -0.10724 -5.42990  -0.68
C: 1.71431 0.83680 -6.13037  -0.69
Br: 2.90544 1.72420 -4.86667  0.60
H: 0.33425 0.31166 -4.52304  0.04
H: -0.03022 -0.41612 -6.10216  0.06
H: 1.16213 1.64365 -6.61359  0.04
H: 2.34573 0.34332 -6.86604  0.04
Br: 0.63358 -0.04854 4.51196  0.78
C: 2.11253 -0.16814 5.78030  -0.61
C: 2.68158 -1.56313 5.82567  -0.69
Br: 1.53649 -2.76319 6.84723  0.60
H: 1.73806 0.17410 6.74324  0.05
H: 2.85810 0.53937 5.41333  0.07
H: 3.63853 -1.57053 6.34750  0.05
H: 2.80742 -2.00676 4.83976  0.06
Br: -1.31843 2.16051 -1.72548  0.62
C: 0.16998 3.13226 -2.52224  -0.69
C: -0.30884 4.31280 -3.32690  -0.69
Br: -1.03448 3.75121 -5.04686  0.60
H: 0.73704 2.41417 -3.11064  -0.01
H: 0.77715 3.46407 -1.67874  0.05
H: 0.52316 4.97342 -3.57169  0.05
H: -1.08655 4.88594 -2.82634  0.05

Forces on atoms 1 to 3 (eV/Å):
N -0.3 -1.7 0.9
P -0.7 0.0 -1.8
O 0.0 1.3 0.8

---

[5]
CH7N4P2 | ωB97M-V with the def2-TZVPD basis set

Properties
- energy relative to the best compared isomer or geometry (same formula, charge and spin) (kcal per mole) = 96.3
- SMILES = N#[PH]N/C(N)=[NH+]\P
- Kohn-Sham gap (eV) = 9.62
- E (hartree) = -943.65546
- max |F| (eV/A) = 4.573
- total charge = +1

Each line ends with the Löwdin charge.
Geometry (Å):
N: -2.37150 2.11413 0.07087  -0.25
P: -2.23265 0.67268 0.06327  0.79
N: -0.66278 0.13979 -0.94994  -0.06
C: 0.59560 0.01789 -0.55795  -0.58
N: 1.55042 0.47649 -1.37272  0.20
N: 0.97406 -0.47362 0.60213  -0.16
P: -0.26758 -1.32567 1.49341  0.88
H: -2.52182 -0.53323 0.38767  -0.10
H: -0.74837 0.58064 -1.83995  0.09
H: 1.51951 0.54156 -2.41940  0.17
H: 2.42199 0.53283 -1.00187  0.08
H: 1.88566 -0.59467 0.84038  0.08
H: -0.75595 -0.21178 2.39074  -0.04
H: 0.61342 -1.93705 2.29337  -0.11

Forces on atoms 1 to 3 (eV/Å):
N -1.1 2.7 0.5
P 3.8 0.3 -2.6
N -1.9 -0.5 1.5

---

> The lowest max |F| belongs to which entry?

C4H8N2O3

---

What did the fourth record say?
C10H25BBr10INOP | ωB97M-V with the def2-TZVPD basis set

Properties
- Kohn-Sham gap (eV) = 4.89
- E (hartree) = -26930.08686
- max |F| (eV/A) = 6.129
- total charge = -1

Each line ends with the Löwdin charge.
Geometry (Å):
N: 0.51394 -1.06342 -1.67603  -0.24
P: -0.09086 -2.62455 -2.32371  0.61
O: 1.04159 -3.88639 -1.93794  -0.41
B: -1.70901 -2.90467 -1.26937  -1.17
I: -3.10282 -1.27985 -1.94663  0.46
H: 0.14576 -1.05150 -0.70511  -0.10
H: 1.53981 -1.07086 -1.65837  0.00
H: 1.62033 -3.54350 -1.23573  0.01
H: -1.39062 -2.68630 -0.13618  -0.12
H: -2.18819 -3.97656 -1.44163  -0.05
Br: 0.51332 -0.96128 1.79779  0.66
C: 0.68643 0.93249 2.26827  -0.85
C: 0.99947 1.77278 1.05149  -0.69
Br: 2.87042 1.59358 0.53391  0.60
H: 1.45324 0.99819 3.05645  -0.06
H: -0.28101 1.21135 2.68388  0.02
H: 0.86500 2.83195 1.27288  0.06
H: 0.40315 1.51148 0.18009  -0.04
Br: -4.69774 -0.03632 1.35574  0.57
C: -4.62436 -0.99400 3.05229  -0.70
C: -3.22363 -1.45583 3.36373  -0.70
Br: -2.75184 -3.01741 2.30404  0.66
H: -5.33854 -1.81202 2.98539  0.05
H: -4.96807 -0.27672 3.79850  0.05
H: -3.14765 -1.77961 4.40215  0.05
H: -2.46680 -0.69753 3.16914  0.02
Br: 1.66165 -1.75734 -4.91338  0.61
C: 0.77004 -0.10724 -5.42990  -0.68
C: 1.71431 0.83680 -6.13037  -0.69
Br: 2.90544 1.72420 -4.86667  0.60
H: 0.33425 0.31166 -4.52304  0.04
H: -0.03022 -0.41612 -6.10216  0.06
H: 1.16213 1.64365 -6.61359  0.04
H: 2.34573 0.34332 -6.86604  0.04
Br: 0.63358 -0.04854 4.51196  0.78
C: 2.11253 -0.16814 5.78030  -0.61
C: 2.68158 -1.56313 5.82567  -0.69
Br: 1.53649 -2.76319 6.84723  0.60
H: 1.73806 0.17410 6.74324  0.05
H: 2.85810 0.53937 5.41333  0.07
H: 3.63853 -1.57053 6.34750  0.05
H: 2.80742 -2.00676 4.83976  0.06
Br: -1.31843 2.16051 -1.72548  0.62
C: 0.16998 3.13226 -2.52224  -0.69
C: -0.30884 4.31280 -3.32690  -0.69
Br: -1.03448 3.75121 -5.04686  0.60
H: 0.73704 2.41417 -3.11064  -0.01
H: 0.77715 3.46407 -1.67874  0.05
H: 0.52316 4.97342 -3.57169  0.05
H: -1.08655 4.88594 -2.82634  0.05

Forces on atoms 1 to 3 (eV/Å):
N -0.3 -1.7 0.9
P -0.7 0.0 -1.8
O 0.0 1.3 0.8